[1]
Density functional theory data (ωB97M-V/def2-TZVPD) for a 5-piece molecular cluster, C29H36IOP2S overall at a distorted geometry.

Electronic energy, hartree: -2580.0473
Total charge: +1
Highest occupied orbital energy, eV: -10.7

Last column: Löwdin charge in e.
Atoms and positions in Å:
O: -2.0657 -3.4115 1.0546  -0.10
C: -2.3320 -3.9660 -0.1599  -0.15
C: -1.1461 -3.8029 -1.3270  -0.29
P: 0.3246 -4.8664 -0.7336  0.85
C: 1.7656 -5.0277 -1.9757  -0.35
C: 3.2172 -4.8781 -1.2286  -0.36
C: 3.4242 -5.8267 0.0915  -0.65
I: 5.1419 -4.9263 1.1965  0.83
P: -0.5021 -6.8605 -0.2387  0.19
S: 0.8772 -8.2038 -0.5583  0.17
H: -3.3339 -4.5458 -0.3326  0.15
H: -1.6554 -4.1786 -2.3285  0.12
H: -0.9094 -2.6567 -1.4596  0.12
H: 0.8340 -4.3100 0.4934  0.06
H: 1.7287 -6.1290 -2.4313  0.09
H: 1.6827 -4.3095 -2.9214  0.13
H: 4.1040 -5.1363 -1.9743  0.14
H: 3.3386 -3.7485 -0.8702  0.10
H: 2.5400 -5.8152 0.8598  0.02
H: 3.7920 -6.9328 -0.1661  0.07
H: -1.6852 -7.0170 -1.0774  -0.01
H: -0.8789 -6.7606 1.1775  0.01
C: 4.3201 -3.6469 5.8860  -0.09
C: 4.2514 -3.4400 4.5086  -0.14
C: 3.7030 -2.2602 4.0063  -0.11
C: 3.2320 -1.2821 4.8826  -0.10
C: 3.3042 -1.4874 6.2601  -0.09
C: 3.8440 -2.6713 6.7622  -0.09
H: 4.7444 -4.5679 6.2770  0.10
H: 4.6248 -4.1992 3.8259  -0.02
H: 3.6435 -2.1022 2.9329  0.08
H: 2.8091 -0.3605 4.4915  0.10
H: 2.9385 -0.7244 6.9429  0.10
H: 3.8951 -2.8332 7.8353  0.10
C: -2.5134 1.6811 -0.9977  -0.10
C: -1.3390 1.3917 -0.3036  -0.10
C: -1.2764 0.2732 0.5270  -0.09
C: -2.3863 -0.5623 0.6557  -0.12
C: -3.5595 -0.2750 -0.0414  -0.09
C: -3.6251 0.8487 -0.8647  -0.08
H: -2.5629 2.5548 -1.6422  0.11
H: -0.4720 2.0390 -0.4093  0.10
H: -0.3634 0.0517 1.0729  0.10
H: -2.3362 -1.4368 1.2991  0.07
H: -4.4238 -0.9272 0.0578  0.10
H: -4.5410 1.0753 -1.4033  0.11
C: -2.9280 4.6793 0.5947  -0.10
C: -4.2099 5.2207 0.5039  -0.09
C: -4.3804 6.5514 0.1232  -0.09
C: -3.2683 7.3386 -0.1766  -0.09
C: -1.9865 6.7960 -0.0894  -0.10
C: -1.8155 5.4679 0.3003  -0.12
H: -2.7953 3.6431 0.8947  0.09
H: -5.0769 4.6052 0.7309  0.10
H: -5.3791 6.9749 0.0591  0.10
H: -3.4012 8.3743 -0.4780  0.10
H: -1.1200 7.4092 -0.3246  0.11
H: -0.8166 5.0472 0.3734  0.10
C: -0.4483 6.3915 -3.5897  -0.08
C: 0.0184 6.5111 -4.8984  -0.09
C: 0.7210 5.4605 -5.4878  -0.09
C: 0.9487 4.2854 -4.7710  -0.10
C: 0.4787 4.1644 -3.4636  -0.10
C: -0.2159 5.2186 -2.8710  -0.09
H: -0.9929 7.2118 -3.1295  0.10
H: -0.1650 7.4242 -5.4592  0.10
H: 1.0904 5.5566 -6.5052  0.10
H: 1.4920 3.4647 -5.2319  0.10
H: 0.6548 3.2479 -2.9058  0.09
H: -0.5771 5.1261 -1.8505  0.06

[2]
Density functional theory data (ωB97M-V/def2-TZVPD) for C29H36N3O3RuS3 as an isolated structure.

Electronic energy, hartree: -2805.8293
Expectation value of S²: 6.023
Total charge: +1
Multiplicity: 5
Highest occupied orbital energy (spin up / spin down), eV: -9.9 / -10.7

Last column: Löwdin charge in e.
Atoms and positions in Å:
Ru: 0.3103 -0.0868 -0.0387  1.28
O: 2.4196 -0.1442 1.0146  -0.62
S: 3.1342 0.6266 2.1110  1.03
C: 1.8490 1.0122 3.3135  -0.32
C: 1.3417 -0.2743 3.9574  -0.24
C: -0.0278 -0.0934 4.6178  -0.20
C: -1.1655 0.2533 3.6661  -0.30
S: -1.6954 -0.9845 2.4632  1.04
O: -0.4748 -1.4138 1.6353  -0.65
C: -1.9916 -2.3808 3.5181  -0.39
C: -3.2916 -2.5940 3.9509  -0.07
C: -3.5580 -3.6730 4.7832  -0.05
C: -2.5336 -4.5288 5.1566  -0.06
C: -1.2355 -4.3118 4.7073  -0.06
C: -0.9564 -3.2325 3.8852  -0.09
C: 3.4682 2.2775 1.5410  -0.39
C: 2.4663 3.1039 1.0410  -0.09
C: 2.8073 4.3730 0.6040  -0.06
C: 4.1264 4.8082 0.6738  -0.06
C: 5.1167 3.9753 1.1717  -0.06
C: 4.7896 2.6974 1.6036  -0.08
H: 1.0707 1.5238 2.7464  0.06
H: 2.2815 1.7037 4.0389  0.12
H: 2.0547 -0.6146 4.7107  0.12
H: 1.2820 -1.0507 3.1941  0.08
H: 0.0208 0.7244 5.3432  0.13
H: -0.2807 -0.9861 5.1927  0.11
H: -0.9611 1.1226 3.0394  0.07
H: -2.0906 0.4514 4.2158  0.11
H: -4.0892 -1.9323 3.6344  0.12
H: -4.5677 -3.8509 5.1270  0.12
H: -2.7460 -5.3735 5.7980  0.11
H: -0.4391 -4.9802 5.0071  0.11
H: 0.0526 -3.0448 3.5396  0.11
H: 1.4424 2.7550 0.9688  0.08
H: 2.0411 5.0236 0.2036  0.12
H: 4.3820 5.8026 0.3324  0.11
H: 6.1426 4.3144 1.2184  0.11
H: 5.5539 2.0307 1.9833  0.11
C: -2.6162 -1.7248 -0.9298  -0.10
N: -1.9497 -0.4598 -1.2160  -0.32
C: -2.8118 0.6760 -0.8855  -0.09
C: -1.5476 -0.3990 -2.6244  -0.20
C: -0.4702 0.6281 -2.8467  -0.26
C: -0.3557 1.2817 -4.0686  -0.04
C: 0.6916 2.1594 -4.3037  -0.08
C: 1.6328 2.3909 -3.3110  -0.08
C: 1.5125 1.7583 -2.0807  -0.10
C: 0.4605 0.8805 -1.8408  -0.29
H: -3.4937 -1.8743 -1.5733  0.10
H: -2.9564 -1.7407 0.1053  0.06
H: -1.9193 -2.5484 -1.0914  0.08
H: -3.7573 0.6214 -1.4407  0.10
H: -2.3012 1.6047 -1.1316  0.09
H: -3.0241 0.6807 0.1829  0.07
H: -2.4170 -0.1976 -3.2652  0.13
H: -1.1598 -1.3827 -2.8992  0.10
H: -1.0914 1.0979 -4.8437  0.11
H: 0.7723 2.6609 -5.2589  0.11
H: 2.4579 3.0688 -3.4889  0.11
H: 2.2537 1.9485 -1.3141  0.08
C: 2.7034 -4.6732 -2.1207  -0.02
N: 1.9107 -4.5650 -0.9063  -0.12
C: 1.7026 -5.5648 0.0288  -0.03
C: 0.9160 -5.0505 0.9942  -0.06
N: 0.6527 -3.7431 0.6358  0.09
C: 1.2566 -3.4487 -0.5275  -0.70
S: 1.2278 -2.0008 -1.4265  0.73
H: 3.1709 -5.6533 -2.1397  0.10
H: 3.4673 -3.8986 -2.1299  0.09
H: 2.0668 -4.5520 -2.9951  0.09
H: 2.1327 -6.5434 -0.0824  0.13
H: 0.5236 -5.4945 1.8905  0.12
H: 0.0965 -3.0591 1.1441  0.08
O: -0.2986 1.3208 0.8274  -0.50

[3]
Density functional theory data (ωB97M-V/def2-TZVPD) for a 2-piece molecular cluster, C29H37BF9N2O9S overall at a distorted geometry.

Electronic energy, hartree: -3234.7453
Total charge: +1
Highest occupied orbital energy, eV: -10.9

Last column: Löwdin charge in e.
Atoms and positions in Å:
C: -4.9143 0.1712 9.1753  -0.01
C: -5.8989 0.2183 8.0242  -0.04
C: -5.4176 0.0936 6.4279  -0.27
O: -5.5665 1.1912 5.6810  -0.04
O: -4.8719 -1.2006 5.9896  -0.11
C: -4.8179 -1.2775 4.4933  -0.17
C: -4.6561 -2.8662 4.1213  -0.16
C: -3.8139 -3.1329 2.7021  -0.20
C: -4.7187 -2.8538 1.3600  -0.21
C: -4.2826 -1.5305 0.4947  -0.21
C: -3.0026 -1.7558 -0.5137  -0.11
C: -2.0176 -0.4207 -0.3030  -0.02
N: -1.5129 -0.1337 1.0932  0.10
C: -0.5896 0.9870 1.5136  -0.06
C: -0.0457 1.3303 3.0058  -0.13
C: 0.8067 0.2126 3.8004  -0.09
C: 1.6654 -0.8831 3.0028  -0.20
F: 2.2162 -1.8425 4.0384  0.01
F: 0.7277 -1.7834 2.2241  -0.01
C: 2.8083 -0.4282 1.9619  -0.20
F: 2.2890 0.0326 0.6182  0.00
F: 3.5744 -1.6887 1.6162  0.01
S: 4.0684 0.8175 2.4955  1.08
F: 2.9819 2.1347 2.5372  -0.19
F: 4.3834 1.1479 0.8085  -0.20
F: 5.3030 -0.4122 2.3747  -0.19
F: 3.9580 0.4789 4.1590  -0.17
F: 5.3275 1.9253 2.8691  -0.17
C: -0.1315 2.0382 0.2949  0.08
C: -0.6014 1.8577 -1.2743  0.08
B: -0.1231 2.9286 -2.4475  -0.41
N: 0.8470 2.6094 -3.5811  0.14
O: -0.6978 4.3201 -2.4657  0.01
C: -1.5772 0.5329 -1.5707  0.00
C: -2.0958 0.1805 -3.1204  -0.09
C: -1.1590 -1.0771 -3.6209  -0.18
O: -0.8406 -1.0764 -5.0570  -0.08
C: 0.5700 -0.7509 -5.3196  -0.21
O: 0.8249 0.4866 -5.7984  -0.02
C: 1.8573 -1.7508 -5.1435  -0.13
C: 1.7134 -2.8672 -3.9515  -0.13
H: -3.8517 0.6907 9.0961  0.08
H: -5.1691 -0.3850 10.1988  0.08
H: -7.0309 0.3610 8.3470  0.12
H: -5.8123 -0.8418 4.0522  0.14
H: -3.8625 -0.6449 4.1925  0.13
H: -5.6921 -3.4448 4.1395  0.14
H: -4.0054 -3.3473 4.9988  0.13
H: -3.5917 -4.3052 2.7093  0.12
H: -2.7679 -2.6085 2.7136  0.09
H: -4.7474 -3.8378 0.7211  0.12
H: -5.8275 -2.6466 1.7501  0.13
H: -4.1122 -0.6415 1.2645  0.12
H: -5.1921 -1.2060 -0.1914  0.13
H: -2.3722 -2.6666 -0.0700  0.14
H: -3.2902 -1.9351 -1.6377  0.11
H: -1.8355 -0.8009 1.8555  0.13
H: -1.0218 1.5375 3.6660  0.15
H: 0.4843 2.3999 2.9613  0.14
H: 1.4715 0.7964 4.6037  0.16
H: 0.0243 -0.3872 4.4780  0.16
H: 0.5700 2.9604 0.5509  0.13
H: 0.9135 3.3953 -4.2769  0.11
H: 1.7907 2.4068 -3.1788  0.08
H: -0.2656 4.8822 -1.7508  0.12
H: -2.0805 1.1104 -3.8317  0.14
H: -3.2232 -0.1905 -3.0390  0.13
H: -1.7552 -2.0596 -3.3936  0.13
H: -0.1961 -1.0772 -2.9361  0.13
H: 2.1575 -2.3171 -6.1357  0.14
H: 2.7975 -1.0731 -4.8719  0.12
H: 2.4923 -3.7589 -4.0520  0.10
H: 1.8132 -2.3570 -2.8775  0.08
H: 0.6080 -3.3125 -3.9746  0.08
C: 6.2852 2.6334 -6.1199  0.08
C: 7.0230 2.6616 -5.0083  -0.21
C: 6.5079 2.1119 -3.7238  -0.31
O: 7.2162 2.1347 -2.7234  0.11
C: 5.1446 1.5590 -3.7081  0.07
C: 4.4057 1.5340 -4.8189  -0.20
C: 4.9312 2.0585 -6.1092  -0.30
O: 4.2351 2.0051 -7.1176  0.12
O: 3.1226 1.0183 -4.8107  0.00
O: 8.2955 3.2027 -5.0100  0.09
H: 6.6479 3.0274 -7.0609  0.14
H: 4.7760 1.1791 -2.7639  0.13
H: 2.7979 1.1119 -5.7328  0.09
H: 8.6223 3.1037 -4.0893  0.12